14
Properties=species:S:1:pos:R:3 method="wB97M-V/def2-TZVPD" homo_ha=-0.3613 gap_ev=10.3043 e_tot_ev=-10752.995 molar_mass_g_mol=105.10 total_charge=0
C -0.02 1.85 -0.14
O -3.49 -0.20 0.02
N 2.12 -1.03 0.19
H -3.23 -0.43 0.93
N 1.01 0.93 -0.35
H -0.06 -2.02 -0.30
O 0.21 3.05 -0.01
C 0.93 -0.43 -0.23
H 2.23 -2.02 0.11
H 2.53 -0.63 1.02
H -1.00 1.35 -0.01
N -0.18 -0.99 -0.48
H -3.00 -0.82 -0.56
H 1.94 1.38 -0.20